Entry 1:
This record from OMol25 describes one molecule with the formula C2H3NO2. The level of theory is the ωB97M-V functional and the def2-TZVPD basis.

The multiplicity is 1. For the gap between HOMO and LUMO, the calculation gives 11.11 eV. As for the LUMO energy: 0.66 eV. As for the SMILES: O=CNC=O. Its relative energy (zero: lowest compared OMol25 entry of this formula, charge and spin) is 3.5 kcal per mole.

Last column: Löwdin charge in e.
CARTESIAN COORDINATES (ANGSTROEM)
O1 -1.8009 -0.8194 -0.0154  0.07
C1 -1.2461 0.2437 0.0469  -0.30
N1 0.1343 0.4229 -0.0603  0.09
C2 1.0862 -0.5538 -0.0383  -0.33
O2 2.2439 -0.2652 0.0391  0.06
H1 -1.6625 1.2542 0.1358  0.13
H2 0.5240 1.3246 -0.1201  0.13
H3 0.7213 -1.6071 0.0123  0.15

Entry 2:
This record from OMol25 describes one molecule with the formula C3H10OSi. The level of theory is the ωB97M-V functional and the def2-TZVPD basis.

The multiplicity is 1. For the gap between HOMO and LUMO, the calculation gives 9.91 eV. As for the LUMO energy: 0.85 eV. As for the SMILES: CO[SiH](C)C. Its relative energy (zero: lowest compared OMol25 entry of this formula, charge and spin) is 36.1 kcal per mole.

Last column: Löwdin charge in e.
CARTESIAN COORDINATES (ANGSTROEM)
C1 2.4611 -0.0624 0.0146  -0.25
O1 1.3837 -0.8947 -0.0338  -0.38
Si1 -0.4538 -0.1987 0.3405  0.66
C2 -0.8290 1.5457 -0.2936  -0.28
C3 -1.6426 -1.5239 -0.3541  -0.21
H1 2.7529 -0.0477 1.1144  0.10
H2 2.1672 0.8702 -0.3033  0.03
H3 3.1596 -0.5938 -0.5376  0.06
H4 -0.2287 -0.0003 1.9134  0.01
H5 -1.8509 1.8868 0.2215  0.07
H6 -0.0661 2.3238 0.2070  0.06
H7 -0.7853 1.5820 -1.4252  0.03
H8 -1.0870 -2.5490 -0.3593  0.07
H9 -2.5221 -1.5985 0.3911  0.05
H10 -1.9773 -1.2239 -1.2690  -0.03

Number 1: calculated total energy -7707.6895 eV, HOMO energy -10.45 eV. Number 2: calculated total energy -13197.1101 eV, HOMO energy -9.05 eV.